Here is C31H49OSn as an isolated structure from the OMol25 dataset. Energies are from the ωB97M-V functional and the def2-TZVPD basis.

Results
net charge = -1
energy above the lowest of the compared OMol25 structures with the same formula, charge and spin = 1.937 eV
electronic energy = -40816.93771 eV
largest force on an atom = 0.0479 Eh/bohr
Kohn-Sham gap = 3.5 eV

Atoms and positions in Å:
C -1.7937 -6.5345 1.4147
C -0.5350 -5.6912 1.4548
C -0.6083 -4.5457 2.4691
C 0.6966 -3.7522 2.6037
Sn 0.4057 -1.6347 2.0526
C -0.9192 -0.6966 3.5142
C -2.2431 -1.4064 3.7304
C -3.0666 -0.9155 4.9265
C -3.5974 0.5158 4.9032
C 2.3540 -0.6689 2.2448
C 3.3882 -1.6227 2.8123
C 4.7241 -0.8933 3.2225
C 5.7722 -1.9152 3.7236
C -0.3638 -1.3374 -0.0269
C -0.4309 0.0529 -0.5279
C -1.2044 1.0182 0.3127
C 0.3365 0.6278 -1.6496
H -1.6819 -7.3570 0.7121
H -2.0409 -6.9645 2.3832
H -2.6498 -5.9504 1.0782
H 0.3452 -6.3056 1.6586
H -0.3926 -5.2400 0.4679
H -1.4160 -3.8717 2.1310
H -0.9496 -4.8907 3.4616
H 1.1130 -3.8444 3.6132
H 1.4614 -4.1009 1.9080
H -0.3959 -0.5277 4.4637
H -1.0872 0.2879 3.0765
H -2.8429 -1.3315 2.8206
H -2.0442 -2.4767 3.8544
H -3.9266 -1.5758 5.0577
H -2.4711 -1.0377 5.8329
H -4.2163 0.7006 5.7886
H -2.8006 1.2578 4.9288
H -4.2137 0.7367 4.0298
H 2.6443 -0.3380 1.2437
H 2.2213 0.1924 2.9085
H 3.0196 -2.1288 3.7173
H 3.6511 -2.4261 2.1027
H 5.1212 -0.3349 2.3478
H 4.4948 -0.1722 4.0374
H 6.7190 -1.4018 3.9534
H 5.3992 -2.4157 4.6370
H 5.9557 -2.6771 2.9450
H 0.3169 -1.9364 -0.6420
H -1.3805 -1.7663 0.0313
H -1.8392 0.5256 1.0722
H -0.5444 1.6968 0.8966
H -1.8315 1.7160 -0.2738
H 1.0616 1.4354 -1.0974
H 0.9773 -0.2247 -2.0338
C -0.9250 7.3447 -0.3623
O -1.8965 6.3514 -0.7537
C -1.5677 5.2525 -1.4692
C -2.6419 4.3803 -1.7701
C -2.4103 3.0955 -2.2704
C -1.0796 2.6750 -2.5550
C -0.5953 1.2185 -2.8853
C 0.0572 1.2048 -4.3081
C 0.5194 -0.0209 -4.7872
C 0.9799 -0.1746 -6.1088
C 0.9384 0.9167 -7.0043
C 1.3409 0.8098 -8.4729
C 0.6263 2.1872 -6.5192
C 0.2060 2.3531 -5.1834
C -0.0627 3.6267 -2.4481
C -0.2537 4.8803 -1.8454
H -1.4669 8.0850 0.2578
H -0.1219 6.8633 0.2383
H -0.5340 7.8704 -1.2591
H -3.6721 4.7132 -1.5838
H -3.2714 2.4280 -2.4954
H -1.5201 0.5045 -2.9003
H 0.5305 -0.9109 -4.1456
H 1.4621 -1.1149 -6.4287
H 1.9983 1.6475 -8.8153
H 1.8604 -0.1474 -8.6616
H 0.4415 0.8207 -9.1287
H 0.8096 3.0715 -7.1290
H -0.0294 3.3834 -4.9221
H 0.9265 3.3503 -2.8554
H 0.6598 5.4818 -1.7213



Here is C31H50BN11RhS3 as an isolated structure from the OMol25 dataset. Energies are from the ωB97M-V functional and the def2-TZVPD basis.

Results
net charge = +3
electronic energy = -85520.86840 eV
largest force on an atom = 0.0187 Eh/bohr
Kohn-Sham gap = 6.2 eV

Atoms and positions in Å:
Rh -2.7954 0.2313 -1.0005
C -0.0282 -3.8026 -3.4081
C 0.5418 -2.5978 -2.7345
C 1.8637 -2.2352 -2.7727
C 2.3499 -1.0955 -2.0763
N 1.5399 -0.3553 -1.3602
N 0.2603 -0.7068 -1.3279
B -0.6632 -0.1629 -0.2347
N -0.0903 1.1529 0.3057
N 0.8847 1.0206 1.2139
C 1.5600 2.0854 1.5500
C 1.2853 3.3409 0.9419
C 0.2748 3.4871 0.0373
C -0.0958 4.7747 -0.6217
C -0.4504 2.3020 -0.2401
S -1.8331 2.2968 -1.2611
C 2.6318 1.9555 2.6134
C 2.7455 0.5110 3.0946
C 3.9780 2.4142 2.0379
C 2.2327 2.8611 3.7923
N -0.7086 -1.1845 0.9210
N 0.3518 -1.9779 1.0791
C 0.3855 -2.7442 2.1404
C -0.6673 -2.7111 3.0949
C -1.7646 -1.9184 2.9141
C -2.9279 -1.8595 3.8491
C -1.7518 -1.1466 1.7293
S -3.0715 -0.1533 1.2121
C 1.5692 -3.6737 2.3162
C 1.0483 -5.1191 2.3455
C 2.2634 -3.3417 3.6458
C 2.5638 -3.5087 1.1689
C -0.2698 -1.7371 -1.9722
S -1.9745 -1.8650 -1.7336
C 3.8132 -0.7022 -2.1368
C 4.6866 -1.9333 -1.8485
C 4.1014 -0.1808 -3.5533
C 4.1188 0.3834 -1.1057
H 0.6183 -4.1459 -4.2125
H -1.0171 -3.5972 -3.8198
H -0.1337 -4.6170 -2.6880
H 2.5609 -2.8300 -3.3489
H 1.8877 4.1980 1.2139
H 0.5665 5.5771 -0.3062
H -1.1194 5.0586 -0.3673
H -0.0324 4.6833 -1.7079
H 2.9996 -0.1640 2.2749
H 1.8129 0.1665 3.5449
H 3.5294 0.4482 3.8489
H 4.2904 1.7836 1.2036
H 4.7394 2.3512 2.8145
H 3.9533 3.4499 1.6971
H 1.2537 2.5880 4.1903
H 2.2128 3.9161 3.5139
H 2.9635 2.7515 4.5933
H -0.6030 -3.3417 3.9721
H -2.7400 -2.4543 4.7394
H -3.8285 -2.2423 3.3646
H -3.1280 -0.8312 4.1552
H 0.3824 -5.3012 3.1902
H 1.8895 -5.8048 2.4430
H 0.5153 -5.3678 1.4259
H 1.5985 -3.4620 4.5022
H 2.6485 -2.3209 3.6466
H 3.1026 -4.0209 3.7928
H 2.1118 -3.7666 0.2090
H 3.4101 -4.1748 1.3334
H 2.9363 -2.4845 1.1100
H 4.6288 -2.6827 -2.6386
H 4.4174 -2.4023 -0.9006
H 5.7290 -1.6226 -1.7850
H 3.8786 -0.9301 -4.3154
H 5.1587 0.0686 -3.6396
H 3.5219 0.7184 -3.7696
H 3.9100 0.0269 -0.0943
H 3.5328 1.2864 -1.2802
H 5.1744 0.6465 -1.1658
C -6.4328 3.0785 0.2159
N -6.0289 3.0425 -1.1948
C -6.7626 3.9099 -2.1243
C -5.1156 2.1554 -1.5861
N -4.4664 1.3908 -0.7283
N -4.9227 2.0312 -2.9464
C -4.0738 1.1961 -3.6500
N -4.2686 1.2005 -4.9742
N -3.1561 0.4912 -3.0659
H -7.2767 3.7524 0.3147
H -5.6256 3.4542 0.8479
H -6.7511 2.0907 0.5522
H -7.1031 4.7821 -1.5751
H -7.6324 3.4024 -2.5460
H -6.1136 4.2882 -2.9137
H -4.6763 1.6390 0.2294
H -5.5841 2.5383 -3.5116
H -4.9905 1.7424 -5.4188
H -3.6981 0.6320 -5.5775
H -2.6114 -0.0756 -3.7026



Here is C31H50BN5O4S4SiV as an isolated structure from the OMol25 dataset. Energies are from the ωB97M-V functional and the def2-TZVPD basis.

Results
net charge = +1
energy above the lowest of the compared OMol25 structures with the same formula, charge and spin = 0.680 eV
electronic energy = -126181.28643 eV
largest force on an atom = 0.0642 Eh/bohr
Kohn-Sham gap (spin up / spin down) = 6.1 / 6.0 eV

Atoms and positions in Å:
V 1.1301 0.0559 -0.1396
C 2.5235 -4.0065 -2.1068
C 2.4485 -2.5550 -1.7401
N 1.3684 -2.0270 -1.2475
N 0.2928 -2.8882 -1.1843
C -0.5545 -2.6305 -0.2793
S -0.3434 -1.3384 0.9043
S -1.9619 -3.6735 -0.1157
C -1.3757 -4.5942 1.3714
C -0.0770 -5.3164 1.1350
C 1.1283 -4.7329 1.5187
C 2.3348 -5.3814 1.2851
C 2.3458 -6.6194 0.6593
C 1.1478 -7.2002 0.2563
C -0.0555 -6.5513 0.4930
C 3.6577 -1.7370 -1.9167
C 4.7902 -2.2227 -2.5702
C 5.9351 -1.4564 -2.6582
C 5.9800 -0.1868 -2.0837
C 4.8649 0.3275 -1.4530
C 3.7258 -0.4511 -1.3968
O 2.6155 0.0391 -0.7930
H 1.5849 -4.5061 -1.9032
H 3.3136 -4.4810 -1.5218
H 2.7684 -4.1216 -3.1657
H -2.1989 -5.2776 1.5712
H -1.2946 -3.8844 2.1925
H 1.1253 -3.7650 2.0091
H 3.2647 -4.9172 1.5967
H 3.2840 -7.1320 0.4826
H 1.1526 -8.1631 -0.2398
H -0.9886 -7.0040 0.1742
H 4.7673 -3.2039 -3.0246
H 6.8003 -1.8478 -3.1775
H 6.8884 0.3990 -2.1303
H 4.8488 1.3127 -1.0023
C 2.8870 -0.6828 5.9911
N 3.2280 -0.5200 4.5852
C 2.4644 -0.9165 3.5698
N 1.2550 -1.4087 3.8639
S 3.0557 -0.8224 1.9751
H 3.7038 -0.2960 6.5909
H 2.7429 -1.7351 6.2465
H 1.9865 -0.1228 6.2449
H 4.1488 -0.2032 4.3325
H 0.8868 -1.3952 4.8008
H 0.6406 -1.6344 3.0993
B 2.4715 4.0026 0.6637
C 1.8361 2.6284 0.8299
N 1.3144 1.5760 0.8649
H 1.8400 4.8248 1.2861
H 3.6300 3.9147 1.0205
H 2.3999 4.1533 -0.5450
C -1.7392 3.7141 2.0059
C -2.3316 2.3177 1.8519
C -3.8409 2.3901 1.7050
C -1.9481 1.4465 3.0352
O -1.7607 1.6481 0.6863
Si -1.7816 2.0250 -0.8904
S -0.1747 0.7303 -1.7489
O -3.0714 1.7146 -1.7803
C -4.0172 0.6495 -2.0395
C -3.5941 -0.6020 -1.2858
C -3.9842 0.4103 -3.5394
C -5.3951 1.1236 -1.6118
O -1.2637 3.5243 -1.1251
C -1.4881 4.5585 -2.1256
C -0.4060 5.5942 -1.8890
C -1.3731 3.9616 -3.5216
C -2.8730 5.1497 -1.8962
H -1.9868 4.1088 2.9928
H -2.1329 4.3945 1.2503
H -0.6535 3.6853 1.9015
H -4.2854 2.8602 2.5850
H -4.2646 1.3905 1.5852
H -4.1028 2.9920 0.8291
H -2.3224 1.8923 3.9587
H -0.8613 1.3597 3.1024
H -2.3769 0.4470 2.9254
H -2.6136 -0.9391 -1.6404
H -4.3120 -1.4078 -1.4511
H -3.5244 -0.4135 -0.2099
H -2.9820 0.1081 -3.8577
H -4.2661 1.3169 -4.0784
H -4.6878 -0.3824 -3.8023
H -5.4187 1.3549 -0.5479
H -6.1341 0.3442 -1.8114
H -5.6760 2.0178 -2.1719
H 0.5794 5.1695 -2.0881
H -0.4294 5.9307 -0.8509
H -0.5605 6.4539 -2.5436
H -0.4021 3.4721 -3.6424
H -1.4613 4.7493 -4.2704
H -2.1599 3.2232 -3.6933
H -2.9237 5.6317 -0.9175
H -3.6317 4.3629 -1.9435
H -3.0958 5.8972 -2.6596



Here is C31H50BeBrN4P3 as an isolated structure from the OMol25 dataset. Energies are from the ωB97M-V functional and the def2-TZVPD basis.

Results
net charge = +2
energy above the lowest of the compared OMol25 structures with the same formula, charge and spin = 3.704 eV
electronic energy = -137207.98520 eV
largest force on an atom = 0.0690 Eh/bohr
Kohn-Sham gap (spin up / spin down) = 3.9 / 2.4 eV

Atoms and positions in Å:
C 5.9970 -4.4136 -3.1201
C 4.9878 -4.8158 -4.0270
C 5.2900 -5.8789 -4.8951
C 6.5405 -6.5080 -4.7862
N 7.4596 -6.1365 -3.8958
C 7.2074 -5.1211 -3.0740
C 3.7144 -4.1348 -4.0440
C 3.2153 -3.0449 -3.5397
C 2.8572 -1.9212 -2.7559
C 2.2687 -2.1292 -1.4883
C 1.4432 -1.1612 -0.9341
C 1.1955 0.0640 -1.5930
C 1.9032 0.3307 -2.7809
C 2.7486 -0.6272 -3.3364
Be 2.0247 -4.1477 -4.1574
P -1.1398 -2.4948 0.8645
H 4.5837 -6.2082 -5.6537
H 5.8461 -3.5627 -2.4573
H 6.8016 -7.3409 -5.4412
H 7.9806 -4.8456 -2.3522
H 3.3181 -0.4187 -4.2469
H 2.4523 -3.0803 -0.9773
H 1.7994 1.2960 -3.2636
H 0.9684 -1.3509 0.0289
C -2.7151 -1.5395 1.0256
C -4.0054 -2.3203 1.2535
H -2.7815 -0.9695 0.0850
H -2.5514 -0.8048 1.8293
H -4.8266 -1.6080 1.4018
H -4.2691 -2.9440 0.3898
H -3.9644 -2.9587 2.1447
C -1.6817 -4.2022 0.4421
C -0.5062 -5.1574 0.2490
H -2.2636 -4.1314 -0.4900
H -2.3562 -4.5623 1.2286
H -0.8458 -6.0561 -0.2787
H 0.2974 -4.7078 -0.3476
H -0.0809 -5.4820 1.2064
C -0.5890 -2.6628 2.6254
C -1.4982 -3.4266 3.5829
H -0.4283 -1.6329 2.9857
H 0.4007 -3.1449 2.5771
H -1.0098 -3.4677 4.5657
H -2.4677 -2.9321 3.7251
H -1.6703 -4.4634 3.2655
Br -0.2195 1.1462 -1.0602
P -1.2068 -2.4800 -4.8171
C -1.8278 -3.0916 -3.1840
C -3.3594 -3.1471 -3.2015
H -1.4622 -2.4143 -2.3964
H -1.4009 -4.0885 -3.0045
H -3.7452 -3.6296 -2.2951
H -3.8081 -2.1465 -3.2586
H -3.7233 -3.7207 -4.0634
C -1.3285 -0.6503 -4.4310
C -1.9784 0.1581 -5.5540
H -0.3178 -0.2710 -4.2234
H -1.9065 -0.5370 -3.5004
H -2.1348 1.1908 -5.2156
H -1.3376 0.1896 -6.4441
H -2.9535 -0.2567 -5.8398
C 0.5945 -2.7017 -4.8773
C 0.9683 -3.7285 -5.9661
H 0.8685 -2.9645 -3.7983
H 1.0507 -1.7243 -5.0863
H 2.0649 -3.9433 -6.0051
H 0.4255 -4.6825 -5.8794
H 0.7185 -3.3067 -6.9469
C 1.8567 3.2034 4.2456
N 2.9272 2.2381 3.9196
C 3.7907 2.7967 2.8562
N 3.0251 3.1675 1.6462
C 1.9514 4.1190 2.0111
N 1.0496 3.5764 3.0569
C 0.2523 2.4523 2.5629
P 1.3042 1.0057 2.0182
C 2.3875 0.9360 3.5492
C 2.5024 1.9959 0.9538
H 2.3236 4.1213 4.6387
H 1.1882 2.7558 4.9932
H 4.5411 2.0450 2.5795
H 4.2755 3.7056 3.2458
H 1.3556 4.3525 1.1178
H 2.4221 5.0324 2.4115
H -0.4187 2.1050 3.3609
H -0.3619 2.7790 1.7131
H 3.2086 0.2358 3.3478
H 1.7850 0.5319 4.3731
H 1.9760 2.2916 0.0395
H 3.3265 1.3277 0.6708



Here is C31H50F5N6O3PRbSSi as an isolated structure from the OMol25 dataset. Energies are from the ωB97M-V functional and the def2-TZVPD basis.

Results
net charge = -1
energy above the lowest of the compared OMol25 structures with the same formula, charge and spin = 1.382 eV
electronic energy = -90291.49205 eV
largest force on an atom = 0.0242 Eh/bohr
Kohn-Sham gap = 5.8 eV

Atoms and positions in Å:
Rb -0.7729 -0.6826 -1.2170
F -7.2796 1.2809 -1.2714
C -6.4314 0.2700 -1.5303
C -5.1585 0.5204 -1.9989
F -4.7683 1.7916 -2.1996
C -4.3076 -0.5379 -2.2604
F -3.0718 -0.2164 -2.7036
C -4.6315 -1.8840 -2.0845
S -3.4963 -3.1738 -2.4253
C -5.9301 -2.0756 -1.6060
F -6.3934 -3.3149 -1.3803
C -6.8107 -1.0433 -1.3349
F -8.0459 -1.3101 -0.8777
C -0.5232 0.1510 4.3686
Si -1.0916 -1.1854 3.1310
C -2.8315 -1.6662 3.6550
C 0.0014 -2.6726 3.5061
O -0.9820 -0.6891 1.6188
H -1.0965 0.1215 5.3022
H -0.6511 1.1470 3.9295
H 0.5341 0.0291 4.6327
H -2.8769 -1.9213 4.7199
H -3.1789 -2.5301 3.0801
H -3.5340 -0.8473 3.4686
H 0.0173 -2.9140 4.5754
H 1.0301 -2.4732 3.1859
H -0.3495 -3.5536 2.9593
O 0.1629 1.7070 -1.3438
P 0.3298 2.7375 -0.2777
N -1.1233 2.8959 0.4882
C -2.2394 1.9147 0.3432
C -3.0675 2.1279 1.6036
C -2.8039 3.5810 1.9818
C -1.3170 3.7276 1.6807
N 1.5459 2.3259 0.7684
C 2.0874 3.1640 1.8596
C 2.5532 2.1648 2.9213
C 2.7988 0.8845 2.1331
C 1.6393 0.8805 1.1484
N 0.7355 4.2215 -0.9053
C -0.1344 4.6747 -2.0092
C 0.2944 6.1175 -2.2226
C 0.5781 6.5878 -0.8024
C 1.2724 5.3827 -0.1675
H -1.8656 0.8960 0.3306
H -2.8054 2.1297 -0.5652
H -2.6903 1.4587 2.3805
H -4.1214 1.9021 1.4419
H -3.0405 3.8108 3.0215
H -3.3786 4.2568 1.3423
H -0.7299 3.3527 2.5283
H -1.0321 4.7687 1.5015
H 1.3381 3.8326 2.2829
H 2.9137 3.7821 1.4998
H 1.7555 1.9934 3.6464
H 3.4288 2.5269 3.4621
H 2.7857 -0.0061 2.7648
H 3.7655 0.9357 1.6316
H 0.7158 0.5093 1.6068
H 1.8032 0.2705 0.2499
H -1.1922 4.6236 -1.7227
H 0.0032 4.0433 -2.8843
H -0.4689 6.7054 -2.7323
H 1.2085 6.1540 -2.8213
H -0.3657 6.7877 -0.2871
H 1.1870 7.4910 -0.7482
H 1.0732 5.3390 0.9003
H 2.3574 5.4458 -0.2910
N 0.2736 -3.4622 -1.5490
C 0.3978 -4.5634 -1.2293
N 0.4556 -5.8751 -0.9614
C -0.8349 -6.5724 -1.1419
C -0.9842 -7.0170 -2.5774
O 0.1324 -7.8127 -2.9704
C 1.3344 -7.0657 -2.9057
C 1.6084 -6.6145 -1.4853
H -1.6365 -5.8948 -0.8489
H -0.8404 -7.4329 -0.4698
H -1.0732 -6.1429 -3.2336
H -1.8734 -7.6322 -2.7031
H 1.2678 -6.1913 -3.5665
H 2.1323 -7.7136 -3.2692
H 2.4889 -5.9756 -1.4316
H 1.7673 -7.4789 -0.8372
C 4.9113 -1.2696 -0.4272
C 4.6414 -0.3918 -1.6531
C 5.6492 -0.7071 -2.7585
C 4.6719 1.1017 -1.3020
C 3.2683 -0.6957 -2.1194
N 2.1878 -0.9236 -2.4316
H 5.8928 -1.0194 -0.0166
H 4.9050 -2.3256 -0.7002
H 4.1600 -1.1135 0.3412
H 6.6543 -0.4765 -2.3994
H 5.4541 -0.1100 -3.6499
H 5.6121 -1.7623 -3.0313
H 5.6496 1.3528 -0.8828
H 3.8956 1.3512 -0.5789
H 4.5042 1.7094 -2.1921



Among the records above, which one has the lowest electronic energy? C31H50BeBrN4P3



Which of these has the highest net charge? C31H50BN11RhS3